Entry 1:
Computed, not measured: 3 unconnected molecules or ions with the total composition C4H14O2S, with ωB97M-V/def2-TZVPD.

Summary:
2S+1: 1
Structure (SMILES): CCCCS.O.O
Frontier orbital gap (eV): 9.4
Energy relative to the best compared isomer or geometry (same formula, charge and spin) (eV): 1.596
Largest force on an atom (eV/Å): 2.86
LUMO (eV): 0.263

Geometry (Å):
C  -1.6998  1.0295  1.9092
C  -0.9511  0.1511  0.8511
C  -0.4856  1.1407  -0.2052
C  0.7767  0.8502  -0.9710
S  0.8312  0.2120  -2.7746
H  -0.9865  1.8348  2.1805
H  -1.9632  0.5046  2.8483
H  -2.6104  1.5703  1.4571
H  -0.1062  -0.3862  1.2246
H  -1.6374  -0.5472  0.2988
H  -1.2805  1.4027  -0.8990
H  -0.3845  2.0440  0.3605
H  1.5357  1.6417  -1.1145
H  1.1573  -0.1054  -0.6510
H  2.1314  0.1010  -2.9057
O  1.8918  -1.9997  0.3401
H  2.4716  -1.2808  -0.0668
H  2.4395  -2.3692  1.1220
O  -0.7045  -2.0846  -0.9548
H  -0.0323  -2.0726  -0.3140
H  -0.3931  -1.6369  -1.7357

***

Entry 2:
Computed, not measured: a molecular structure, C38H57BCdF4N5O2S4, with ωB97M-V/def2-TZVPD.

Summary:
2S+1: 1
Total charge: -1
Frontier orbital gap (eV): 6.4
Energy relative to the best compared isomer or geometry (same formula, charge and spin) (eV): 1.845
Largest force on an atom (eV/Å): 0.74
LUMO (eV): 1.966

Geometry (Å):
Cd  0.3682  -0.1752  -0.5910
C  1.4071  1.8249  0.8931
C  1.3978  1.9488  -0.5664
C  0.4022  3.0018  -0.8294
C  -0.1157  3.3911  0.3991
C  0.4981  2.6896  1.4662
C  0.2578  2.9200  2.9494
C  1.6058  2.8903  3.6859
C  -0.6482  1.8336  3.5435
C  -0.3892  4.2887  3.1808
C  -0.2161  3.5812  -2.1131
C  -1.3482  2.6703  -2.6174
C  -0.8440  4.9591  -1.8303
C  0.7693  3.7898  -3.2666
C  2.7660  1.7427  -1.2822
C  3.4188  3.1075  -1.5970
C  2.6660  0.8893  -2.5598
C  3.7570  0.9941  -0.3694
H  2.0909  1.2017  1.4452
H  -0.8825  4.1395  0.5462
H  2.0485  1.8952  3.6249
H  1.4886  3.1465  4.7439
H  2.2971  3.6022  3.2314
H  -0.2777  0.8534  3.2515
H  -1.6741  1.9331  3.1727
H  -0.6759  1.9130  4.6370
H  0.2010  5.0771  2.7082
H  -0.4562  4.5016  4.2512
H  -1.4003  4.3233  2.7672
H  -2.1417  2.6113  -1.8676
H  -0.9927  1.6582  -2.8076
H  -1.7827  3.0747  -3.5389
H  -1.7508  4.8713  -1.2295
H  -1.1210  5.4376  -2.7735
H  -0.1473  5.6165  -1.3051
H  1.2882  2.8660  -3.5093
H  1.5021  4.5600  -3.0210
H  0.2201  4.1185  -4.1532
H  3.1418  3.4728  -2.5821
H  4.5087  3.0152  -1.5759
H  3.1276  3.8542  -0.8551
H  1.7604  1.0940  -3.1275
H  2.6357  -0.1713  -2.2874
H  3.5390  1.0386  -3.2020
H  4.0521  1.6046  0.4853
H  4.6555  0.7575  -0.9444
H  3.3319  0.0544  -0.0080
C  -3.9275  2.1832  0.6796
N  -4.0420  0.7478  0.4783
C  -5.2004  0.3780  -0.3261
C  -2.8444  0.0526  0.3032
N  -1.6828  0.5445  0.3238
N  -3.0395  -1.3310  0.2048
C  -2.0597  -2.3031  0.0371
N  -2.5342  -3.5843  0.2922
N  -0.8647  -2.0476  -0.2808
H  -4.8645  2.5427  1.1044
H  -3.7367  2.7243  -0.2542
H  -3.1247  2.4027  1.3812
H  -6.0540  0.9562  0.0237
H  -5.4524  -0.6752  -0.2223
H  -5.0485  0.5944  -1.3907
H  -1.5833  1.5573  0.3573
H  -3.9090  -1.6767  0.5656
H  -3.4511  -3.8040  -0.0652
H  -1.8501  -4.2944  0.0732
H  -0.2639  -2.8665  -0.3717
O  0.4862  -0.8556  2.1530
S  0.0027  -2.1263  2.7449
C  -1.5915  -1.7073  3.6107
C  -1.2727  -1.3905  5.0620
C  -0.1834  -2.3834  5.4605
C  0.8686  -2.2972  4.3675
H  -2.2231  -2.5945  3.5252
H  -2.0369  -0.8787  3.0613
H  -2.1519  -1.4690  5.7063
H  -0.8835  -0.3731  5.1412
H  -0.6021  -3.3930  5.5046
H  0.2347  -2.1511  6.4424
H  1.5136  -3.1699  4.2911
H  1.4833  -1.4011  4.4567
O  -0.3810  -0.3401  -2.7428
C  -0.3629  -1.1902  -3.8077
C  -1.4589  -2.2695  -3.6760
C  -2.6822  -2.0970  -3.1039
C  -3.5263  -3.2334  -3.2199
C  -2.9315  -4.2568  -3.8915
S  -1.3369  -3.8462  -4.3728
C  -0.6956  -0.3819  -5.0807
C  -0.1276  0.7914  -5.4717
C  -0.6619  1.3089  -6.6817
C  -1.6394  0.5187  -7.1983
S  -1.9162  -0.8595  -6.2095
C  1.0089  -1.8516  -4.0257
C  1.9409  -1.6462  -5.0001
C  3.1388  -2.3845  -4.7926
C  3.0960  -3.1356  -3.6603
S  1.6027  -2.9620  -2.8455
H  -2.9587  -1.1669  -2.6263
H  -4.5364  -3.2822  -2.8320
H  -3.3308  -5.2273  -4.1418
H  0.6447  1.2812  -4.8964
H  -0.3269  2.2284  -7.1428
H  -2.2163  0.6552  -8.0995
H  1.7950  -0.9806  -5.8377
H  3.9899  -2.3459  -5.4586
H  3.8522  -3.7849  -3.2482
F  1.1982  -4.3592  0.2675
B  2.3733  -3.5703  0.4223
F  3.4209  -4.1441  -0.2880
F  2.7047  -3.4664  1.7880
F  2.1023  -2.2728  -0.1050

***

Entry 3:
Computed, not measured: 2 unconnected molecules or ions with the total composition C2H8N2O2, with ωB97M-V/def2-TZVPD.

Summary:
2S+1: 1
Structure (SMILES): O=CO.NCN
Frontier orbital gap (eV): 9.3
Energy relative to the best compared isomer or geometry (same formula, charge and spin) (eV): 1.988
Largest force on an atom (eV/Å): 4.88
LUMO (eV): 0.637

Geometry (Å):
O  0.6412  0.8070  2.8572
C  0.8549  2.0157  3.1041
O  1.5182  2.4112  4.3200
H  0.8221  2.8734  2.4064
H  1.3084  1.7825  5.0205
N  -0.7351  0.0359  -2.2886
C  -0.5562  -1.3721  -2.5522
N  -0.5478  -2.2098  -1.3183
H  0.0611  0.6138  -1.8311
H  -1.5818  0.3034  -1.7882
H  0.3429  -1.4403  -3.1775
H  -1.3656  -1.8681  -3.1671
H  -1.1706  -1.7906  -0.6569
H  0.4084  -2.1618  -0.9284

***

Entry 4:
Computed, not measured: 2 unconnected molecules or ions with the total composition CClF2O2S, with ωB97M-V/def2-TZVPD.

Summary:
2S+1: 1
Total charge: -1
Frontier orbital gap (alpha / beta) (eV): 7.5 / 7.5
Energy relative to the best compared isomer or geometry (same formula, charge and spin) (eV): 1.198
Largest force on an atom (eV/Å): 1.85
LUMO (alpha / beta) (eV): 3.502 / 3.502

Geometry (Å):
C  -0.2537  0.9723  0.3218
O  -0.5332  -2.2996  -0.8348
O  1.8056  -1.9054  -0.0564
F  0.7752  1.8797  0.6501
F  -1.0226  1.0169  1.5274
S  0.6531  -1.4528  -0.8411
Cl  -1.4244  1.7889  -0.7670

***

Entry 5:
Computed, not measured: 2 unconnected molecules or ions with the total composition C3H8ClP, with ωB97M-V/def2-TZVPD.

Summary:
2S+1: 1
Frontier orbital gap (eV): 9.7
Energy relative to the best compared isomer or geometry (same formula, charge and spin) (eV): 1.798
Largest force on an atom (eV/Å): 4.43
LUMO (eV): 0.604

Geometry (Å):
C  -0.9182  -0.6699  1.3731
C  0.9930  1.0679  -0.8831
C  -1.0424  -0.7306  -0.1237
P  -0.8325  0.8616  -1.0164
Cl  -2.5282  -1.4867  -0.6418
H  -1.6855  -0.0142  1.7842
H  -1.0347  -1.6580  1.8148
H  0.0601  -0.2761  1.6437
H  1.3224  1.7366  -1.6770
H  1.4904  0.1012  -0.9789
H  1.2457  1.5216  0.0738
H  0.1626  -1.7511  -0.5745
H  -0.8327  0.2882  -2.2917

***

Entry 6:
Computed, not measured: a single C3H4F2O molecule, with ωB97M-V/def2-TZVPD.

Summary:
2S+1: 1
Structure (SMILES): COC=C(F)F
Frontier orbital gap (eV): 10.0
Energy relative to the best compared isomer or geometry (same formula, charge and spin) (eV): 1.636
Largest force on an atom (eV/Å): 2.59
LUMO (eV): 0.901

Geometry (Å):
C  1.3635  0.4838  0.0149
O  0.9322  -0.8360  -0.0153
C  -0.4679  -0.9839  0.0101
C  -1.4284  -0.0593  -0.0288
F  -1.2768  1.2464  -0.0048
F  -2.7236  -0.3879  0.0105
H  2.4890  0.5467  -0.2532
H  1.2242  0.9554  0.9743
H  0.7060  1.0134  -0.7337
H  -0.8181  -1.9787  0.0261